(one)
C6H10O2 in the gas phase. Source: the OMol25 dataset; level of theory: the ωB97M-V functional and the def2-TZVPD basis.

The geometry in XYZ format:
```
18
C6H10O2, DFT the ωB97M-V functional and the def2-TZVPD basis
C -2.417 1.104 0.474
C -1.984 -0.254 -0.028
O -2.814 -1.082 -0.404
C -0.486 -0.476 -0.307
C 0.486 0.532 0.252
C 1.917 0.242 -0.095
C 2.746 -0.848 0.767
O 2.435 0.720 -1.042
H -1.991 1.918 -0.133
H -1.765 1.436 1.541
H -3.279 1.050 0.618
H -0.269 -0.401 -1.204
H -0.336 -1.700 -0.017
H 0.154 1.363 0.123
H 0.222 0.389 1.321
H 2.941 -0.349 1.835
H 3.761 -1.157 0.447
H 2.030 -1.453 0.658
```

Output
Kohn-Sham gap   10.18 eV
SMILES   CC(=O)CCC(C)=O
HOMO   -0.3504 Ha
Lowest unoccupied orbital energy   0.65 eV

=====

(two)
2 unconnected molecules or ions with the total composition C6H10O2. Source: the OMol25 dataset; level of theory: the ωB97M-V functional and the def2-TZVPD basis.

The geometry in XYZ format:
```
18
C6H10O2, DFT the ωB97M-V functional and the def2-TZVPD basis
C 1.052 -1.517 1.424
C -0.024 -1.130 0.413
C -1.288 -0.625 1.104
C 0.543 -0.033 -0.571
O 1.644 0.459 -0.433
H 0.700 -2.296 2.098
H 1.317 -0.652 2.029
H 1.957 -1.861 0.928
H -0.273 -2.008 -0.195
H -1.642 -1.370 1.815
H -1.072 0.293 1.647
H -2.103 -0.488 0.396
H 0.029 -0.221 -1.532
C -1.299 2.188 -1.766
C -0.090 2.295 -1.768
O 1.140 2.589 -2.102
H -2.324 2.334 -1.937
H 1.733 2.044 -1.550
```

Output
Kohn-Sham gap   10.06 eV
SMILES   CC(C)C=O.C#CO
HOMO   -0.3430 Ha
Lowest unoccupied orbital energy   0.73 eV

=====

(three)
2 unconnected molecules or ions with the total composition C6H10O2. Source: the OMol25 dataset; level of theory: the ωB97M-V functional and the def2-TZVPD basis.

The geometry in XYZ format:
```
18
C6H10O2, DFT the ωB97M-V functional and the def2-TZVPD basis
C -0.136 -1.731 -1.399
C -0.829 -1.764 -0.055
O -0.237 -1.889 1.003
O -2.122 -2.150 -0.117
H -0.643 -1.033 -2.064
H 0.912 -1.470 -1.286
H -0.153 -2.725 -1.847
H -2.295 -2.835 -0.779
C -1.201 2.430 1.317
C -0.341 1.513 0.986
C 0.793 0.854 0.876
C 1.903 1.209 -0.061
H -1.025 3.122 2.129
H -2.091 2.615 0.734
H 0.911 -0.055 1.453
H 2.015 2.293 -0.108
H 2.838 0.772 0.288
H 1.700 0.846 -1.068
```

Output
Kohn-Sham gap   9.46 eV
SMILES   CC(=O)O.C=C=CC
HOMO   -0.3314 Ha
Lowest unoccupied orbital energy   0.44 eV

=====

Relative energies, unit kJ/mol: (one) 317.6; (two) 104.1; (three) 0.0

=====

(one)
3 unconnected molecules or ions with the total composition C6H10O2. Source: the OMol25 dataset; level of theory: the ωB97M-V functional and the def2-TZVPD basis.

The geometry in XYZ format:
```
18
C6H10O2, DFT the ωB97M-V functional and the def2-TZVPD basis
C 0.979 0.871 1.098
C 1.047 0.584 -0.304
C 2.070 -0.379 -0.839
C 0.889 -1.009 -0.401
C 0.893 -1.413 1.045
C 0.900 -0.300 1.847
H 0.758 1.856 1.513
H 0.395 1.212 -0.884
H 2.424 -0.527 -1.856
H 0.238 -1.541 -1.091
H 0.998 -2.408 1.452
H 0.918 -0.400 2.931
H -1.155 0.174 0.503
H -2.219 -0.900 0.293
O -2.117 0.057 0.352
H -2.146 0.893 -1.264
H -2.832 1.871 -2.280
O -2.040 1.359 -2.115
```

Output
Kohn-Sham gap   6.27 eV
HOMO   -0.2713 Ha
Lowest unoccupied orbital energy   -1.11 eV

=====

(two)
C6H10O2 in the gas phase. Source: the OMol25 dataset; level of theory: the ωB97M-V functional and the def2-TZVPD basis.

The geometry in XYZ format:
```
18
C6H10O2, DFT the ωB97M-V functional and the def2-TZVPD basis
C -1.570 0.013 -0.786
C -0.538 -0.400 -0.074
C -0.479 -1.979 -0.135
C 0.647 0.290 0.569
C 0.581 1.878 0.576
C 1.927 -0.288 -0.007
O 2.661 -1.153 0.424
O 2.213 0.517 -1.089
H -2.421 -0.519 -1.217
H -1.631 1.139 -0.907
H -0.521 -2.318 0.854
H 0.525 -2.115 -0.532
H -1.343 -2.470 -0.555
H 0.431 -0.118 1.675
H -0.505 2.076 0.822
H 0.902 2.186 -0.424
H 1.242 2.038 1.480
H 3.012 0.181 -1.483
```

Output
Kohn-Sham gap   10.27 eV
SMILES   C=C(C)[C@H](C)C(=O)O
HOMO   -0.3511 Ha
Lowest unoccupied orbital energy   0.72 eV

=====

(three)
C6H10O2 in the gas phase. Source: the OMol25 dataset; level of theory: the ωB97M-V functional and the def2-TZVPD basis.

The geometry in XYZ format:
```
18
C6H10O2, DFT the ωB97M-V functional and the def2-TZVPD basis
C 0.665 0.830 1.282
C 1.635 -0.119 0.497
O 0.983 -1.208 0.021
C -0.066 -1.124 -0.945
C -1.395 -1.087 -0.016
C -1.026 0.681 -0.025
C -0.540 0.385 -1.466
O -0.336 1.477 0.652
H 0.270 0.151 2.071
H 1.200 1.629 1.811
H 2.432 -0.362 0.964
H 2.068 0.555 -0.183
H -0.190 -1.896 -1.710
H -2.284 -1.126 -0.634
H -1.056 -1.575 0.969
H -1.798 1.442 -0.532
H -1.442 0.294 -2.218
H -0.026 1.329 -1.891
```

Output
Kohn-Sham gap   9.71 eV
SMILES   C1CO[C@H]2C[C@H](C2)O1
HOMO   -0.3219 Ha
Lowest unoccupied orbital energy   0.95 eV

=====

Relative energies, unit kJ/mol: (one) 360.5; (two) 0.0; (three) 474.6

=====

(one)
C2HClN2O2 in the gas phase. Source: the OMol25 dataset; level of theory: the ωB97M-V functional and the def2-TZVPD basis.

The geometry in XYZ format:
```
8
C2HClN2O2, DFT the ωB97M-V functional and the def2-TZVPD basis
O -0.562 -0.163 -1.672
C -0.256 -0.093 -0.368
N -1.113 -0.450 0.637
N -0.562 -0.263 1.758
O 0.712 0.232 1.548
C 0.877 0.341 0.230
Cl 2.341 0.930 -0.373
H -1.437 -0.534 -1.761
```

Output
Kohn-Sham gap   10.18 eV
SMILES   Oc1nnoc1Cl
HOMO   -0.3527 Ha
Lowest unoccupied orbital energy   0.58 eV

=====

(two)
2 unconnected molecules or ions with the total composition C2HClN2O2. Source: the OMol25 dataset; level of theory: the ωB97M-V functional and the def2-TZVPD basis.

The geometry in XYZ format:
```
8
C2HClN2O2, DFT the ωB97M-V functional and the def2-TZVPD basis
N 2.196 -0.772 1.456
N 1.988 -0.560 0.365
O 1.410 -0.268 -0.552
O -1.794 -0.865 1.128
C -1.340 -0.100 0.394
C -0.945 0.713 -0.494
Cl -1.026 0.247 -2.206
H -0.489 1.605 -0.091
```

Output
Kohn-Sham gap   9.28 eV
SMILES   N#[N+][O-].O=C=CCl
HOMO   -0.3412 Ha
Lowest unoccupied orbital energy   0.00 eV

=====

Relative energies, unit kJ/mol: (one) 0.0; (two) 171.5

=====

(one)
2 unconnected molecules or ions with the total composition C5H11ClN. Source: the OMol25 dataset; level of theory: the ωB97M-V functional and the def2-TZVPD basis.

The geometry in XYZ format:
```
18
C5H11ClN, DFT the ωB97M-V functional and the def2-TZVPD basis
C 0.410 1.710 1.108
C 0.693 1.093 0.026
C 0.866 3.011 1.851
C -0.799 -2.281 0.518
C -0.674 -1.433 -0.732
N 0.515 -1.495 -1.594
Cl 1.763 1.096 -1.248
H -0.426 1.237 1.589
H 1.481 2.789 2.638
H 1.446 3.547 1.048
H 0.120 3.697 2.225
H -1.430 -1.649 1.075
H -1.286 -3.231 0.327
H 0.106 -2.506 0.951
H -1.330 -0.646 -0.936
H 0.982 -2.401 -1.429
H 1.167 -0.675 -1.601
H 0.164 -1.540 -2.589
```

Output
Kohn-Sham gap (spin up / spin down)   8.44 / 8.82 eV
HOMO (spin up / spin down)   -0.4683 / -0.4858 Ha
Lowest unoccupied orbital energy (spin up / spin down)   -4.30 / -4.39 eV
Charge   +1

=====

(two)
2 unconnected molecules or ions with the total composition C5H11ClN. Source: the OMol25 dataset; level of theory: the ωB97M-V functional and the def2-TZVPD basis.

The geometry in XYZ format:
```
18
C5H11ClN, DFT the ωB97M-V functional and the def2-TZVPD basis
C 2.207 -0.053 -1.166
C 0.921 -0.093 -1.313
C 3.251 0.287 -2.208
C -1.411 -0.638 2.077
C -1.658 0.488 1.173
N -2.284 0.235 -0.111
Cl -0.278 0.160 -2.430
H 2.595 -0.301 -0.186
H 4.209 0.455 -1.724
H 3.351 -0.540 -2.910
H 2.967 1.178 -2.761
H -1.134 -1.539 1.531
H -0.618 -0.387 2.774
H -2.291 -0.883 2.683
H -1.496 1.517 1.431
H -2.757 -0.676 -0.086
H -1.581 0.194 -0.933
H -2.964 0.967 -0.363
```

Output
Kohn-Sham gap (spin up / spin down)   8.17 / 8.78 eV
HOMO (spin up / spin down)   -0.4605 / -0.4778 Ha
Lowest unoccupied orbital energy (spin up / spin down)   -4.36 / -4.22 eV
Charge   +1

=====

(three)
A gas-phase ion, C5H11ClN (charge +1). Source: the OMol25 dataset; level of theory: the ωB97M-V functional and the def2-TZVPD basis.

The geometry in XYZ format:
```
18
C5H11ClN, DFT the ωB97M-V functional and the def2-TZVPD basis
Cl 2.933 0.556 0.766
C 1.429 0.164 -0.156
C 0.478 1.384 -0.224
C -1.007 1.085 0.172
C -1.524 -0.344 -0.246
C -0.405 -1.426 -0.233
N 0.799 -0.991 0.532
H 1.747 -0.108 -1.167
H 0.850 2.135 0.486
H 0.493 1.860 -1.212
H -1.114 1.200 1.264
H -1.692 1.828 -0.255
H -1.910 -0.247 -1.267
H -2.322 -0.657 0.435
H -0.068 -1.686 -1.245
H -0.773 -2.343 0.248
H 1.503 -1.727 0.616
H 0.583 -0.684 1.485
```

Output
Kohn-Sham gap   12.06 eV
SMILES   Cl[C@@H]1CCCC[NH2+]1
HOMO   -0.5681 Ha
Lowest unoccupied orbital energy   -3.40 eV
Charge   +1

=====

Relative energies, unit kJ/mol: (one) 507.5; (two) 447.1; (three) 0.0